[1]
{"formula": "C21H29NO5", "method": "the ωB97M-V functional and the def2-TZVPD basis", "elements": ["C", "C", "C", "C", "C", "C", "C", "C", "C", "O", "C", "C", "O", "C", "O", "C", "C", "C", "O", "C", "C", "N", "C", "C", "C", "C", "O", "H", "H", "H", "H", "H", "H", "H", "H", "H", "H", "H", "H", "H", "H", "H", "H", "H", "H", "H", "H", "H", "H", "H", "H", "H", "H", "H", "H", "H"], "xyz": [[6.56411, 0.06178, 0.68352], [5.81051, 1.33270, 1.06029], [4.29098, 1.19056, 0.96469], [3.79920, 1.09641, -0.48697], [2.31123, 0.89977, -0.57978], [1.47636, 1.85225, -0.09433], [0.05048, 1.72749, -0.12757], [-0.79964, 2.50490, 0.60641], [-2.19988, 2.25206, 0.68281], [-2.94784, 2.76424, 1.50142], [-2.80837, 1.27713, -0.35417], [-3.71152, 2.08984, -1.28430], [-3.66874, 0.34724, 0.34251], [-3.09235, -0.69747, 0.89282], [-1.89828, -0.92201, 0.84398], [-4.09616, -1.62146, 1.53452], [-4.41935, -2.74405, 0.54535], [-1.83892, 0.44816, -1.20477], [-2.27332, -0.34099, -2.01893], [-0.41591, 0.66192, -0.96876], [0.46581, -0.26199, -1.44151], [1.78976, -0.22806, -1.18549], [2.54147, -1.45011, -1.39862], [2.99085, -2.10165, -0.08316], [1.87517, -2.28003, 0.95059], [0.82416, -3.33438, 0.57523], [-0.10561, -2.89946, -0.38076], [6.41233, -0.19752, -0.36143], [6.23661, -0.77344, 1.29941], [7.63104, 0.19990, 0.84003], [6.13744, 2.15373, 0.41865], [6.06636, 1.59616, 2.08853], [3.97433, 0.30837, 1.52449], [3.82642, 2.05575, 1.43926], [4.04686, 2.03552, -0.99022], [4.33067, 0.30075, -1.00177], [1.89580, 2.72907, 0.37342], [-0.41034, 3.26930, 1.26202], [-3.11736, 2.82989, -1.81552], [-4.18760, 1.42296, -1.99927], [-4.46716, 2.59199, -0.68573], [-4.99498, -1.05709, 1.77876], [-3.65955, -2.03800, 2.44289], [-5.13260, -3.43556, 0.98682], [-3.51525, -3.28911, 0.28397], [-4.84701, -2.33226, -0.36534], [0.08814, -1.09990, -2.00805], [3.41217, -1.26202, -2.03443], [1.88155, -2.14294, -1.92138], [3.78647, -1.50884, 0.36741], [3.41059, -3.07927, -0.32923], [1.36634, -1.33004, 1.13048], [2.33732, -2.59041, 1.88993], [1.31667, -4.21002, 0.14005], [0.30740, -3.65387, 1.49019], [-0.69592, -2.24526, 0.02702]], "forces_ev_per_a": [[-0.042, 0.239, 0.038], [-0.129, -0.182, 0.056], [0.237, 0.135, -0.133], [0.056, -0.084, 0.277], [-0.119, 0.420, 0.182], [0.159, -0.157, -0.107], [-0.393, -0.186, 0.100], [0.334, 0.234, -0.005], [-0.043, -0.236, 0.099], [-0.055, -0.076, -0.168], [-0.285, 0.198, -0.140], [0.021, -0.300, 0.240], [-0.287, 0.477, -0.301], [-0.083, -0.660, 0.605], [-0.038, 0.104, 0.132], [0.061, 0.030, -0.140], [0.014, 0.068, 0.085], [-0.030, -0.101, -0.220], [0.009, 0.126, 0.094], [0.761, -0.132, -0.370], [-0.759, 0.296, 0.024], [-0.157, 0.293, -0.214], [0.541, -0.548, 0.029], [-0.293, 0.143, -0.005], [-0.042, -0.329, -0.269], [0.267, 0.010, 0.458], [-0.249, 0.207, -0.337], [0.014, -0.100, -0.113], [-0.016, -0.131, 0.044], [0.113, -0.072, -0.026], [0.030, 0.101, 0.043], [0.026, 0.092, -0.025], [-0.078, -0.016, 0.055], [-0.092, -0.040, 0.023], [0.008, -0.091, -0.061], [0.023, 0.000, -0.087], [0.142, 0.071, 0.041], [0.045, 0.094, 0.065], [0.037, 0.077, -0.049], [0.036, -0.034, -0.054], [0.019, 0.072, 0.051], [0.044, -0.019, 0.064], [0.014, 0.109, -0.029], [-0.042, -0.067, -0.015], [0.043, -0.080, -0.037], [-0.053, -0.016, -0.100], [0.090, -0.053, 0.029], [-0.126, -0.014, 0.004], [0.044, 0.155, -0.034], [0.120, -0.004, -0.059], [0.106, -0.007, -0.005], [-0.011, 0.055, 0.128], [-0.013, 0.055, 0.069], [-0.006, 0.002, 0.114], [0.059, -0.045, -0.081], [-0.030, -0.079, 0.034]], "smiles": "CCCCC1=CC2=CC(=O)[C@](C)(OC(=O)CC)C(=O)C2=CN1CCCCO", "homo_ev": -7.513, "de_lowest_kj_mol": 131.7, "gap_ev": 7.72, "energy_ha": -1248.5848}



[2]
{"formula": "C21H30AsAuN2O3Si2", "method": "the ωB97M-V functional and the def2-TZVPD basis", "elements": ["Au", "C", "O", "C", "C", "C", "C", "C", "C", "N", "N", "C", "O", "C", "C", "C", "C", "C", "C", "C", "O", "H", "H", "H", "H", "H", "H", "H", "H", "H", "H", "H", "H", "C", "Si", "C", "C", "As", "Si", "C", "C", "C", "H", "H", "H", "H", "H", "H", "H", "H", "H", "H", "H", "H", "H", "H", "H", "H", "H", "H"], "xyz": [[0.33501, 0.56687, -0.81839], [2.17774, 4.09160, -2.99741], [1.39665, 5.05454, -2.28659], [0.20473, 4.78469, -1.70239], [-0.47869, 5.87090, -1.23425], [-1.74498, 5.75195, -0.62167], [-2.32637, 4.53229, -0.49501], [-1.64959, 3.35619, -0.91564], [-2.38841, 2.15763, -0.82875], [-1.90694, 0.95049, -1.04711], [-2.72769, -0.06278, -0.94708], [-2.11988, -1.21997, -1.35081], [-0.93764, -1.31202, -1.72947], [-2.96701, -2.44178, -1.25742], [-2.62828, -3.54910, -2.02965], [-3.38233, -4.70908, -1.94883], [-4.46985, -4.77087, -1.08627], [-4.80832, -3.66836, -0.31278], [-4.06361, -2.50210, -0.40114], [-0.32292, 3.45251, -1.50126], [0.37609, 2.44920, -1.87179], [2.97379, 4.67466, -3.45381], [2.60191, 3.34706, -2.32957], [1.59676, 3.59362, -3.77025], [-0.01689, 6.84160, -1.36528], [-2.25424, 6.63925, -0.27027], [-3.31084, 4.43503, -0.05522], [-3.45975, 2.23909, -0.64162], [-1.77094, -3.48776, -2.68689], [-3.12263, -5.56537, -2.55755], [-5.05253, -5.68042, -1.01508], [-5.65456, -3.71785, 0.36023], [-4.31689, -1.63465, 0.19212], [1.40765, -3.52096, 2.65124], [1.49207, -2.76547, 0.94567], [3.27385, -2.63998, 0.40550], [0.54008, -3.80740, -0.25895], [0.40756, -0.69614, 1.25078], [2.10825, 0.65188, 2.16950], [1.24522, 2.24463, 2.61326], [3.46287, 1.02184, 0.93785], [2.82663, -0.13771, 3.70081], [1.85304, -4.51994, 2.64318], [0.37096, -3.61095, 2.98274], [1.94261, -2.91580, 3.38596], [3.70172, -3.63810, 0.27249], [3.87563, -2.11047, 1.14730], [3.35749, -2.10464, -0.54332], [0.99313, -4.80010, -0.33790], [0.52593, -3.34165, -1.24551], [-0.49897, -3.92412, 0.05848], [0.79845, 2.69359, 1.72092], [1.93616, 2.97030, 3.05142], [0.43983, 2.05914, 3.32766], [3.03543, 1.43556, 0.01999], [4.01514, 0.12000, 0.66976], [4.16977, 1.75268, 1.34212], [2.04040, -0.45689, 4.38873], [3.46188, 0.58381, 4.22246], [3.43629, -1.01017, 3.45475]], "forces_ev_per_a": [[0.117, -0.191, 0.019], [-0.076, 0.057, 0.010], [0.125, -0.049, 0.096], [-0.066, 0.097, -0.122], [0.059, -0.009, -0.065], [-0.070, -0.012, 0.048], [-0.038, 0.181, -0.015], [-0.042, -0.338, -0.035], [0.148, 0.425, 0.221], [-0.181, -0.380, -0.543], [0.254, 0.240, 0.242], [-0.036, -0.354, -0.031], [-0.226, 0.134, -0.102], [0.053, 0.073, 0.064], [-0.013, -0.049, 0.025], [-0.004, 0.032, 0.007], [0.026, 0.013, 0.001], [0.007, 0.008, -0.023], [-0.020, 0.007, -0.033], [0.053, -0.271, -0.118], [0.019, 0.403, 0.336], [0.001, 0.010, -0.011], [0.012, -0.014, 0.013], [-0.024, -0.011, -0.020], [-0.021, -0.008, 0.020], [0.021, 0.006, -0.029], [0.011, -0.031, -0.010], [0.016, -0.050, 0.025], [-0.006, 0.000, 0.006], [0.003, -0.004, 0.008], [-0.006, 0.003, -0.010], [0.008, -0.001, 0.003], [0.001, -0.012, 0.007], [-0.021, -0.033, 0.165], [0.057, 0.188, -0.094], [0.149, 0.020, -0.062], [-0.118, -0.071, -0.130], [-0.280, -0.010, 0.205], [-0.106, -0.007, -0.182], [-0.092, 0.133, 0.052], [0.128, 0.002, -0.105], [0.040, -0.098, 0.118], [-0.011, 0.015, 0.013], [0.023, -0.025, 0.000], [-0.002, -0.040, 0.001], [0.000, 0.027, 0.000], [0.012, -0.035, -0.021], [0.020, -0.024, 0.018], [-0.022, 0.012, -0.001], [0.006, -0.040, 0.012], [0.025, -0.016, -0.012], [0.017, 0.009, 0.024], [-0.018, -0.012, -0.013], [0.017, 0.033, -0.006], [0.036, 0.029, 0.019], [0.015, 0.044, -0.015], [-0.014, -0.017, -0.002], [0.032, 0.018, 0.004], [0.002, -0.032, 0.004], [0.000, 0.027, 0.024]], "homo_ev": [-7.607, -7.560], "de_lowest_kj_mol": 180.9, "gap_ev": [4.85, 4.77], "energy_ha": -4103.8425}